1.
Here is a 3-piece molecular cluster, C2H8OS2 overall from the OMol25 dataset. Energies are from ωB97M-V with the def2-TZVPD basis set.

Geometry as XYZ:
```
13
Properties=species:S:1:pos:R:3:forces:R:3
C -1.22949 1.09146 0.08484 -1.92 -0.30 1.35
S -1.96033 -0.23200 0.95070 0.77 0.35 -0.39
S 1.71170 0.43737 0.15498 -0.53 0.42 0.28
C 0.92956 -0.69615 1.25412 -0.10 0.35 -0.44
H -0.23838 0.74878 -0.35968 1.06 -0.06 -0.09
H -1.90388 1.36731 -0.72447 0.56 -0.08 -0.55
H -1.01342 1.92680 0.72971 0.20 0.30 0.10
H 0.37027 -0.16245 2.02548 0.15 -0.11 0.20
H 0.24557 -1.32988 0.65146 0.01 -0.13 0.24
H 1.69128 -1.33061 1.70470 -0.15 -0.25 0.09
H 0.63517 -0.93535 -2.86543 0.19 -0.01 -0.01
H 0.67778 -0.24752 -1.46606 0.19 -0.47 -0.77
O 0.08417 -0.63774 -2.14036 -0.44 -0.01 -0.01
```
Forces are in eV/Å.

Results
- relative energy (zero: lowest compared OMol25 entry of this formula, charge and spin) (kJ/mol) = 382.48
- Kohn-Sham gap (eV) = 5.786
- charge = 0
- HOMO level (eV) = -9.0
- 2S+1 = 1

***

2.
Here is a 2-piece molecular cluster, C2H8OS2 overall from the OMol25 dataset. Energies are from ωB97M-V with the def2-TZVPD basis set.

Geometry as XYZ:
```
13
Properties=species:S:1:pos:R:3:forces:R:3
C -0.87587 -0.57003 -3.13863 2.62 0.95 1.00
S -1.30615 1.19642 -2.43293 1.68 -1.14 0.24
S 0.16749 1.58853 -0.87865 -1.44 -1.15 -1.29
C -0.86638 1.38855 0.59697 3.01 2.08 3.02
H -0.86980 -0.53665 -4.25607 -0.46 -0.01 1.08
H -1.55032 -1.26126 -2.64653 -0.13 -0.14 -0.45
H 0.23714 -0.86197 -2.81798 -2.47 0.86 -0.57
H -0.95730 2.44550 0.95962 -0.76 -0.94 -0.31
H -0.35653 0.92500 1.52680 -0.04 0.30 -1.83
H -1.75653 0.87183 0.55604 -2.01 -0.81 -0.89
O 2.95828 -1.48206 4.20974 -0.72 -0.23 0.27
H 3.06315 -2.22980 3.56459 -0.95 0.97 1.36
H 2.11281 -1.47405 4.75702 1.67 -0.74 -1.63
```
Forces are in eV/Å.

Results
- relative energy (zero: lowest compared OMol25 entry of this formula, charge and spin) (kJ/mol) = 136.02
- Kohn-Sham gap (eV) = 9.201
- charge = 0
- HOMO level (eV) = -8.7
- 2S+1 = 1
- structure (SMILES) = CSSC.O

***

Result set for F_max: 0.0460, 0.0924 Eh/bohr, one per record in the order listed.
Result set for E_LUMO: -3.22, 0.45 eV, one per record in the order listed.